# 1
# C33H71ClF5N4O14P3S4

A structure of composition C33H71ClF5N4O14P3S4 in a non-equilibrium geometry (ωB97M-V/def2-TZVPD, OMol25).

Geometry as XYZ:
```
135
Properties=species:S:1:pos:R:3:forces:R:3
C 7.939756 -2.457484 4.372596 0.2 -0.7 -1.6
C 7.504928 -3.839565 3.655698 0.8 -2.0 1.5
O 7.624177 -4.948141 4.215049 -0.7 3.8 -2.0
O 7.023211 -3.720105 2.325254 -0.3 0.5 2.1
C 5.595164 -3.953739 2.234196 -0.6 -1.2 -1.3
C 5.137286 -3.576385 0.721145 0.0 -1.5 -0.1
C 3.587501 -3.200954 0.634314 0.0 -0.6 1.2
C 3.175359 -1.667955 0.820645 -0.9 0.0 1.4
C 3.289634 -0.686034 -0.432572 0.4 -0.4 -0.6
S 4.181030 -1.574991 -1.847636 0.0 0.3 -0.3
C 4.398816 0.484657 -0.107136 -1.5 -2.4 0.7
P 6.100426 -0.069511 0.522105 5.3 4.0 1.2
N 6.856011 1.341837 0.779099 -1.8 -2.1 0.2
O 7.096497 -0.797225 -0.686949 -2.9 0.3 1.7
O 6.204730 -0.875239 1.992547 -1.4 -0.3 -1.7
O 4.819983 1.249435 -1.255079 -2.0 -0.2 -0.2
S 3.681436 1.763144 -2.314010 2.4 4.1 -5.9
O 3.645005 1.043143 -3.651338 -0.6 0.2 4.9
O 4.015578 3.184597 -2.654085 -1.1 -3.7 2.4
C 2.036092 1.564212 -1.396246 0.5 -1.6 -0.4
P 0.699148 1.777886 -2.804627 -1.9 0.9 -1.1
O -0.727525 2.483917 -2.114390 2.2 -1.6 -0.3
Cl 1.272187 3.141886 -4.271911 -0.5 -0.7 1.6
S 1.941379 2.987329 -0.301249 5.1 8.9 -2.0
O 3.297440 3.445002 0.232246 -3.6 -3.4 0.1
O 1.560464 4.155212 -1.216141 -0.8 -4.5 2.2
C 0.792076 3.198114 1.109586 -3.8 -0.5 3.9
F 1.015395 2.320424 2.228374 -0.3 1.1 -3.0
F -0.603980 3.099875 0.792223 3.4 -0.6 0.1
C 0.852919 4.661908 1.846367 0.1 3.4 1.8
F -0.439672 5.250370 1.933937 3.0 -1.8 -0.6
F 1.674064 5.602542 1.266154 -1.6 -2.2 0.9
F 1.268908 4.542947 3.202728 -0.8 -0.2 -3.4
C 1.891372 0.012286 -0.919656 -0.9 0.7 -0.2
C 0.694613 0.045579 0.142100 -0.2 -1.1 -0.1
C -0.276290 -1.233572 0.221301 -0.1 -0.5 2.1
C -1.035264 -1.107102 1.662919 0.1 1.1 -1.7
S -1.608922 -2.722216 2.337232 -5.4 -0.2 4.4
O -2.752539 -3.313768 1.572158 4.0 1.1 0.0
O -2.122513 -2.444472 3.736443 2.8 -0.3 -3.6
O -0.289561 -3.727699 2.523910 -1.5 1.2 -1.6
P 1.123821 -0.989655 -2.395777 0.1 -4.9 -0.1
O 1.205934 -2.533102 -2.152054 0.1 3.3 0.2
H 7.011559 -2.049283 4.884619 1.3 -0.4 -0.5
H 8.309805 -1.731191 3.561672 -0.8 -1.0 1.2
H 8.819472 -2.657411 5.060620 -1.5 0.1 -0.6
H 5.450492 -5.093008 2.351650 -0.1 1.8 0.0
H 4.967845 -3.432747 3.029244 1.0 -0.3 -0.9
H 5.855280 -2.870613 0.201116 -1.0 -0.7 0.9
H 5.240939 -4.577995 0.152929 -0.1 1.6 0.7
H 3.135095 -3.756510 1.547569 0.5 1.0 -1.3
H 3.032184 -3.693411 -0.247763 1.0 1.1 1.2
H 3.722560 -1.137505 1.690794 -0.5 -1.2 -1.3
H 2.120317 -1.771573 1.282475 1.4 0.6 -1.2
H 3.660868 -2.818868 -2.067893 -0.4 0.8 0.6
H 3.940171 1.065640 0.756965 0.9 0.0 -1.2
H 7.144343 1.391899 1.771070 -0.1 0.1 -0.8
H 6.928839 -0.255572 -1.493323 0.2 -0.4 0.5
H 5.638152 -0.470935 2.693468 0.6 -0.2 -1.0
H -1.251841 1.694662 -1.826706 0.2 0.8 -0.4
H 1.161635 0.119109 1.174159 -0.7 0.5 -1.3
H 0.007772 0.901851 -0.153486 0.9 -0.7 0.9
H 0.304623 -2.226246 0.274189 -0.8 1.6 -0.7
H -1.114989 -1.245836 -0.543066 1.4 -0.2 0.7
H -0.431205 -0.536584 2.437927 -0.6 -1.2 -0.7
H -1.961888 -0.456127 1.442640 1.0 -1.4 0.8
H -0.215497 -4.242403 1.685982 0.0 0.1 0.6
H 1.801928 -0.752864 -3.628756 -0.5 0.6 0.6
H -0.313067 -0.797876 -2.483028 1.1 0.6 0.0
C -5.091295 1.645122 -3.062328 -0.1 0.1 0.1
C -5.386849 0.397385 -2.237805 0.0 0.2 0.0
N -4.864616 0.455707 -0.876616 0.5 -0.2 0.2
C -4.898230 -0.834485 -0.190662 0.1 -0.2 -0.1
C -6.266165 -1.453547 0.094815 -0.1 -0.2 0.2
C -5.283668 1.601629 -0.073708 0.1 0.3 -0.2
C -6.782102 1.810908 0.137595 -0.2 0.1 0.2
H -4.019582 1.862128 -3.082207 -0.1 0.0 0.1
H -5.420957 1.493765 -4.093655 0.0 0.0 0.1
H -5.617674 2.522811 -2.679754 0.1 0.0 0.0
H -4.917176 -0.445228 -2.757199 0.0 -0.1 0.3
H -6.467479 0.210625 -2.252507 -0.1 0.0 -0.1
H -4.346792 -0.755958 0.754014 -0.1 0.2 -0.1
H -4.323512 -1.552393 -0.788143 0.0 0.1 -0.1
H -6.775705 -0.949143 0.916277 0.0 0.0 -0.1
H -6.140652 -2.498197 0.393778 0.0 0.1 0.0
H -6.918053 -1.443314 -0.781218 0.0 0.0 0.0
H -4.875979 2.508218 -0.534179 0.0 -0.1 -0.1
H -4.792018 1.557184 0.904500 0.0 -0.2 -0.1
H -7.358298 1.682644 -0.781536 0.1 0.0 0.0
H -6.961543 2.831012 0.490069 0.0 -0.1 0.0
H -7.181519 1.139316 0.897148 -0.1 0.0 -0.1
C -4.849386 -5.633209 2.264406 0.0 -0.1 0.2
C -4.609045 -6.749703 1.255113 0.0 0.1 0.2
N -3.530780 -7.658066 1.630375 0.3 -0.1 -0.2
C -3.118530 -8.541669 0.544284 0.1 0.1 -0.1
C -4.136372 -9.561623 0.031949 0.0 -0.2 -0.1
C -3.648025 -8.290899 2.940243 0.0 0.3 0.2
C -4.896583 -9.127541 3.215909 -0.1 -0.2 0.2
H -3.935057 -5.068866 2.454039 -0.1 -0.1 0.0
H -5.597492 -4.936910 1.875181 0.1 -0.1 0.0
H -5.227371 -6.015904 3.216021 0.0 0.0 0.0
H -4.347614 -6.268834 0.305914 0.1 -0.2 0.0
H -5.552535 -7.284017 1.085637 -0.1 0.0 -0.1
H -2.207120 -9.075538 0.838467 -0.1 0.1 0.2
H -2.812708 -7.917602 -0.303920 -0.1 0.1 0.1
H -4.261148 -10.393350 0.726051 -0.1 0.1 0.0
H -3.785750 -9.987546 -0.912937 0.0 0.0 0.0
H -5.114037 -9.113842 -0.157826 0.1 0.0 0.0
H -3.588858 -7.507787 3.703752 -0.1 0.1 -0.1
H -2.761719 -8.908040 3.124461 0.0 0.1 -0.3
H -5.813350 -8.638077 2.879358 0.1 0.0 0.0
H -4.995761 -9.290493 4.293421 0.0 0.0 -0.1
H -4.835140 -10.111843 2.751834 -0.1 0.1 0.0
C 1.553837 10.125232 -4.811048 0.0 0.1 0.0
C 1.275951 8.866910 -3.996763 0.1 0.2 0.0
N 1.804172 8.918304 -2.638894 0.2 -0.1 0.2
C 1.787978 7.622568 -1.965496 0.1 -0.2 -0.1
C 0.427296 6.986963 -1.679452 -0.2 -0.2 0.2
C 1.377487 10.051029 -1.824160 0.1 0.2 -0.2
C -0.122473 10.242478 -1.603162 -0.2 0.1 0.2
H 2.622609 10.353480 -4.833925 -0.1 0.0 0.1
H 1.220513 9.979851 -5.842339 0.0 0.0 0.1
H 1.019815 10.993745 -4.417552 0.1 0.0 0.0
H 1.752072 8.034355 -4.526254 0.0 -0.1 0.3
H 0.196637 8.668507 -4.007895 -0.1 0.0 -0.1
H 2.343224 7.697728 -1.023193 0.0 0.2 -0.1
H 2.367043 6.916702 -2.572656 0.0 0.1 -0.1
H -0.083613 7.478716 -0.850153 -0.1 0.1 -0.1
H 0.566007 5.941035 -1.391522 -0.1 0.3 -0.1
H -0.229566 6.998961 -2.552391 0.0 0.1 0.0
H 1.773113 10.966133 -2.278294 0.0 -0.1 -0.1
H 1.874668 10.002797 -0.849240 0.0 -0.2 -0.1
H -0.702135 10.116509 -2.520581 0.1 0.0 0.0
H -0.311034 11.257606 -1.240225 0.0 -0.1 0.0
H -0.510816 9.559571 -0.847752 -0.1 0.0 -0.1
```
Positions in Å, forces in eV/Å.

Output
* HOMO: -7.83 eV
* orbital gap: 5.56 eV

---

# 2
# C5H16N2O

A cluster of 2 separate species, C5H16N2O in total in a non-equilibrium geometry (ωB97M-V/def2-TZVPD, OMol25).

Geometry as XYZ:
```
24
Properties=species:S:1:pos:R:3:forces:R:3
N 1.877657 1.350928 0.229653 -1.8 1.0 1.5
C 0.933368 0.318007 0.688163 3.1 -1.0 -0.3
C 0.209322 1.003621 1.883734 1.9 1.5 -1.2
C 0.079340 -0.075634 -0.596814 1.1 -0.5 0.3
N -0.659203 -1.322895 -0.432287 1.0 -1.1 -1.0
C 0.216355 -2.548027 -0.449258 -0.6 0.5 1.4
C -1.649573 -1.586067 -1.458859 0.0 4.8 -2.9
H 2.479210 1.709082 0.940501 0.2 0.1 0.5
H 2.388280 1.222306 -0.568450 1.3 -1.0 -2.4
H 1.633707 -0.543014 1.117741 -2.0 1.0 -0.9
H 0.876087 0.843134 2.807278 -1.9 0.1 -1.0
H 0.206580 2.129046 1.617768 0.7 -2.0 1.3
H -0.833535 0.822396 1.794383 -1.0 -1.0 1.2
H -0.601498 0.706937 -0.510546 -1.8 1.3 -0.5
H 0.560647 0.098006 -1.663939 -0.2 -0.6 2.1
H 0.847693 -2.461231 0.466268 -0.3 -0.5 -0.8
H 0.830439 -2.742403 -1.353435 -0.3 0.6 0.2
H -0.486042 -3.402498 -0.356104 0.6 0.4 0.2
H -2.258680 -0.611423 -1.860892 1.3 -1.8 1.6
H -1.251186 -1.875270 -2.452897 0.4 -0.4 0.5
H -2.370428 -2.252567 -1.175372 -1.7 -1.9 1.0
H -1.736513 2.802938 0.364989 0.5 0.9 0.0
H -0.262349 2.928970 0.536191 0.7 0.2 -0.5
O -1.029686 3.485650 0.432176 -1.4 -0.5 -0.3
```
Positions in Å, forces in eV/Å.

Output
* HOMO: -9.02 eV
* SMILES: C[C@H](N)CN(C)C.O
* energy relative to the best compared isomer or geometry (same formula, charge and spin): 2.841 eV
* orbital gap: 9.90 eV

---

# 3
# C4H12N2O3

A structure of composition C4H12N2O3 (ωB97M-V/def2-TZVPD, OMol25).

Geometry as XYZ:
```
21
Properties=species:S:1:pos:R:3:forces:R:3
C -1.014712 0.437507 1.199489 -0.6 0.1 0.1
C 1.621504 -0.313483 1.434820 -0.1 -0.1 -0.2
N -0.774543 1.593264 1.941458 0.1 -0.3 -0.3
O 0.627450 -0.004318 0.499797 0.0 -0.2 -0.3
O -1.762690 0.508960 0.170548 0.4 0.1 0.3
H -1.442548 -0.711960 -0.713806 0.3 -0.4 -0.2
H -1.062043 -0.453264 1.850807 0.2 0.1 -0.1
H -0.888860 1.525617 2.939806 0.0 0.1 -0.1
H -1.129467 2.429979 1.502926 0.0 -0.1 0.1
H 1.726837 0.495338 2.168001 0.0 0.0 0.0
H 2.586925 -0.425512 0.925971 0.0 0.0 0.1
H 1.408719 -1.248839 1.980438 0.0 0.1 0.0
C -0.021820 0.685347 -2.500972 0.0 -0.2 0.1
C 0.465247 -1.180640 -1.122916 0.0 0.4 0.0
O 0.900437 -0.313029 -2.012088 -0.1 0.0 0.2
N -0.821682 -1.543081 -1.060289 -0.2 0.3 0.2
H -0.958286 -2.348837 -0.464044 0.0 0.0 0.0
H 1.236806 -1.900267 -0.866851 0.0 0.1 0.1
H -0.427710 1.251313 -1.663379 0.1 0.0 0.0
H -0.835571 0.203121 -3.045306 0.1 0.0 0.0
H 0.566007 1.312784 -3.164408 0.0 0.0 0.0
```
Positions in Å, forces in eV/Å.

Output
* HOMO: -8.93 eV
* energy relative to the best compared isomer or geometry (same formula, charge and spin): 3.160 eV
* orbital gap: 9.81 eV